Formula: C30H81N7O8
Source: OMol25
Level of theory: ωB97M-V/def2-TZVPD

Positions of all 126 atoms, in Å:
O  -0.77  4.03  -2.51
O  0.40  -1.91  5.52
O  -6.38  -4.44  0.60
O  5.86  0.03  -0.44
O  -1.70  0.18  -4.59
O  -3.60  -0.28  4.32
O  0.48  -0.76  0.67
O  4.31  3.57  -3.38
N  2.99  1.88  0.95
N  7.43  1.58  -4.50
N  -4.08  -2.19  6.73
N  3.81  -0.97  6.90
N  -4.42  -1.29  0.94
N  0.69  1.53  -1.05
N  -3.62  0.19  -7.18
C  2.71  -0.44  4.76
C  -2.17  0.12  -6.94
C  -4.87  -0.99  4.62
C  2.47  -0.74  6.25
C  -5.90  -3.09  5.82
C  1.04  2.56  -1.98
C  -1.43  0.53  -8.22
C  -6.51  -5.72  1.12
C  -4.70  -2.37  -1.18
C  0.04  2.93  -3.02
C  6.08  2.24  -4.56
C  5.04  1.06  -4.90
C  -0.06  5.27  -2.55
C  -0.37  -1.46  1.62
C  5.57  2.99  -3.21
C  4.35  1.53  0.71
C  0.73  0.19  -1.53
C  4.47  0.43  -0.44
C  6.16  -1.19  -1.12
C  -5.24  -3.66  0.94
C  -0.67  -0.99  5.92
C  -2.86  -0.07  -3.90
C  1.49  -1.97  6.45
C  -1.72  0.98  -5.75
C  -5.22  -2.28  0.24
C  4.05  4.41  -2.21
C  -3.94  0.90  3.61
C  -0.12  -0.68  -0.60
C  -4.62  -2.35  5.43
C  4.96  1.10  2.07
H  -3.80  0.96  -7.81
H  -6.44  -5.64  2.20
H  6.17  -0.93  -2.18
H  -0.69  1.27  -5.92
H  5.10  0.19  -4.24
H  7.03  -1.70  -0.72
H  -0.60  2.11  -3.36
H  2.89  -1.29  4.11
H  1.79  -0.06  -1.49
H  2.10  -2.85  6.26
H  4.34  4.03  -1.23
H  -4.38  -4.21  0.54
H  0.46  0.03  -2.57
H  8.05  2.20  -3.99
H  1.98  0.15  6.66
H  3.64  0.13  4.75
H  -0.73  6.04  -2.18
H  -3.59  -1.01  0.45
H  5.54  2.32  -2.35
H  -2.29  1.90  -5.63
H  0.66  3.17  -3.89
H  -4.93  -3.68  1.98
H  -0.05  -1.68  -1.02
H  -4.75  0.86  2.89
H  -4.07  1.69  4.34
H  -5.79  -6.39  0.65
H  1.98  0.16  4.20
H  2.97  2.43  1.80
H  5.99  0.94  1.77
H  5.29  -1.84  -1.01
H  1.13  -2.26  7.45
H  -5.75  -3.93  6.51
H  3.03  4.77  -2.31
H  3.88  -0.48  -0.32
H  -0.66  -2.48  1.38
H  -5.66  -0.42  5.12
H  4.85  2.42  0.33
H  -7.48  -6.04  0.74
H  -4.10  -1.50  1.88
H  -3.07  1.14  3.00
H  -1.78  0.00  -9.11
H  1.34  3.40  -1.35
H  1.94  2.30  -2.53
H  -3.55  -0.59  -4.56
H  -4.62  -1.48  7.21
H  -1.30  -1.28  6.76
H  6.29  3.80  -3.13
H  -3.20  -1.70  6.78
H  -1.21  -0.83  1.92
H  4.44  -0.22  6.66
H  4.15  0.69  -1.45
H  -0.36  0.36  -8.14
H  0.35  -1.44  2.44
H  6.07  2.82  -5.48
H  4.01  1.42  -4.87
H  -1.48  -1.02  5.19
H  0.90  5.16  -2.04
H  -3.99  -3.01  4.84
H  -3.62  -2.39  -1.26
H  -1.77  1.55  -8.40
H  -4.21  0.30  -6.37
H  -6.24  -1.93  0.14
H  4.66  5.30  -2.41
H  1.14  1.73  -0.17
H  -6.40  -2.29  6.36
H  -2.63  -0.69  -3.03
H  4.63  0.19  2.57
H  7.82  1.55  -5.43
H  4.91  1.80  2.91
H  2.58  1.01  1.25
H  -3.29  0.90  -3.62
H  -1.90  -0.94  -6.84
H  -0.22  0.01  5.98
H  5.18  0.67  -5.91
H  -6.57  -3.45  5.04
H  0.20  5.53  -3.58
H  4.29  -1.81  6.60
H  -5.18  -1.23  3.60
H  -5.15  -1.58  -1.78
H  -1.14  -0.32  -0.45
H  -5.29  -3.20  -1.57

Properties
**Calculated total energy**: -59217.78690 eV
**E_LUMO (alpha / beta)**: -1.90 / -6.62 eV
**Net charge**: +1
**Multiplicity**: 2

=====

Formula: C15H40O5
Source: OMol25
Level of theory: ωB97M-V/def2-TZVPD

Positions of all 60 atoms, in Å:
O  8.26  -0.13  -8.91
O  14.26  0.64  -6.12
O  15.31  2.40  -8.37
O  11.93  1.00  -4.56
O  15.63  5.24  -8.16
C  14.18  0.67  -9.59
C  14.21  6.40  -6.54
C  15.46  7.61  -8.45
C  9.28  0.39  -8.03
C  15.12  -0.21  -5.32
C  10.45  -0.58  -8.00
C  14.72  6.36  -7.98
C  14.26  2.17  -9.34
C  10.94  2.30  -2.79
C  14.37  -1.49  -5.08
C  11.79  3.37  -4.88
C  12.95  2.83  -8.99
C  12.01  2.23  -3.87
C  15.45  0.52  -4.01
C  8.69  0.56  -6.62
H  13.74  7.38  -6.48
H  11.02  3.29  -2.33
H  15.41  3.38  -8.41
H  15.15  0.24  -9.81
H  16.30  7.96  -7.86
H  9.50  1.38  -8.41
H  11.20  -0.27  -7.28
H  15.68  1.58  -4.13
H  9.44  0.96  -5.93
H  7.89  1.30  -6.70
H  12.77  0.86  -5.05
H  13.35  -1.30  -4.75
H  13.50  5.62  -6.31
H  14.22  -2.05  -6.01
H  12.26  3.18  -5.85
H  15.80  7.36  -9.46
H  13.80  0.16  -8.69
H  8.25  -0.36  -6.26
H  13.10  3.90  -8.83
H  14.74  8.42  -8.64
H  14.61  2.57  -10.30
H  10.73  3.47  -5.15
H  16.05  -0.41  -5.86
H  10.10  -1.58  -7.72
H  8.16  -1.06  -8.66
H  10.87  -0.75  -9.00
H  9.96  2.16  -3.22
H  16.40  5.40  -7.61
H  11.13  1.54  -2.02
H  12.99  2.47  -3.42
H  14.60  0.40  -3.34
H  12.42  2.40  -8.14
H  16.32  0.08  -3.52
H  12.03  4.37  -4.50
H  13.52  0.48  -10.44
H  14.93  -2.16  -4.44
H  12.26  2.79  -9.84
H  15.08  6.38  -5.87
H  13.87  6.20  -8.64
H  14.84  1.34  -6.49

Properties
**Structure (SMILES)**: CC(C)O.CC(C)O.CC(C)O.CC(C)O.CC(C)O
**Calculated total energy**: -26441.12018 eV
**E_LUMO**: 0.61 eV
**Energy relative to the best compared isomer or geometry (same formula, charge and spin)**: 14.1 kcal/mol

=====

Formula: C27H83N5O12
Source: OMol25
Level of theory: ωB97M-V/def2-TZVPD

Positions of all 127 atoms, in Å:
O  -2.40  1.04  21.00
O  0.87  -2.82  29.93
O  0.18  -5.14  20.11
O  -4.58  -5.93  26.30
O  -0.44  -7.89  23.39
O  6.55  -4.41  26.30
O  3.51  -0.65  24.38
O  -0.49  0.46  25.26
O  -3.38  -3.57  24.60
O  6.71  -0.19  25.06
O  2.80  -5.94  25.16
O  4.74  -6.01  20.64
N  2.16  -6.34  18.22
N  3.03  -3.02  26.88
N  -5.25  -3.92  21.37
N  2.25  -3.15  23.57
N  5.83  2.43  24.34
C  -0.33  -7.14  22.15
C  -3.87  -7.18  26.16
C  -3.35  -5.21  22.02
C  3.40  -6.07  20.19
C  7.15  -1.36  25.74
C  0.71  -3.84  27.23
C  3.38  -5.69  18.77
C  7.05  1.76  23.80
C  -2.43  -2.65  25.21
C  3.32  0.28  25.42
C  2.23  -7.24  25.28
C  6.24  -4.80  24.92
C  2.49  -2.01  22.67
C  8.12  2.82  23.48
C  1.07  -3.03  31.28
C  4.84  -6.43  21.97
C  -0.55  -4.24  19.36
C  1.40  -1.98  21.61
C  -4.37  -4.26  22.52
C  -2.33  0.21  22.19
C  -3.72  -3.11  23.28
C  -1.14  1.66  25.63
C  3.25  -4.18  18.53
C  2.08  -3.04  29.27
C  7.71  0.69  24.60
C  2.53  -0.66  23.36
C  1.86  -2.77  27.72
H  2.30  -7.35  18.30
H  5.44  -5.48  24.95
H  -0.91  -3.42  20.04
H  3.11  -3.22  24.11
H  -2.82  -2.74  22.79
H  -0.49  2.51  25.92
H  8.41  0.16  23.95
H  0.13  -3.04  31.79
H  7.48  -4.20  26.34
H  0.65  -5.67  19.47
H  -4.22  -5.18  25.77
H  7.52  -1.19  26.77
H  5.91  -3.89  24.40
H  3.49  -2.16  22.24
H  2.30  -3.83  18.96
H  1.19  -2.91  21.12
H  1.34  -7.17  25.87
H  3.81  -2.52  27.09
H  6.15  2.95  25.20
H  -1.78  2.00  24.77
H  -2.83  -5.70  22.78
H  2.51  -0.08  26.09
H  0.26  0.21  25.86
H  2.25  -5.38  24.60
H  -2.77  -6.99  26.14
H  -1.84  -3.12  25.97
H  4.07  -3.68  19.11
H  -3.23  0.32  22.80
H  -1.34  -4.81  18.80
H  1.52  -1.72  27.63
H  5.92  -6.57  22.22
H  -2.34  1.99  21.24
H  0.52  -3.77  26.18
H  2.72  -5.42  20.78
H  3.19  -4.02  26.68
H  4.47  -5.64  22.56
H  2.94  -7.09  20.26
H  2.82  -2.39  29.72
H  -0.02  -6.13  22.29
H  0.07  -3.73  18.61
H  0.52  -1.63  22.08
H  -6.08  -3.51  21.72
H  -1.38  -7.74  23.63
H  -5.07  -4.70  23.23
H  2.72  0.16  22.61
H  4.14  0.29  26.15
H  8.04  -1.69  25.23
H  3.01  -7.80  25.75
H  2.05  -6.14  17.22
H  7.08  -5.22  24.31
H  2.03  -7.67  24.31
H  8.37  3.36  24.42
H  7.81  3.59  22.78
H  4.24  -6.13  18.28
H  -1.22  -7.16  21.51
H  -4.07  -7.57  25.15
H  -2.90  -1.69  25.57
H  1.64  -3.94  31.51
H  5.18  1.73  24.63
H  1.63  -2.13  31.64
H  -3.68  -6.02  21.41
H  -4.13  -7.89  26.96
H  -4.79  -3.31  20.73
H  6.70  1.33  22.87
H  1.56  -2.89  24.25
H  0.46  -7.62  21.57
H  1.52  -0.45  23.80
H  3.23  -3.86  17.49
H  6.31  -2.05  25.70
H  9.05  2.41  23.15
H  1.19  -4.87  27.34
H  -2.57  -4.81  21.35
H  -0.23  -3.63  27.77
H  1.69  -1.25  20.83
H  -4.34  -2.19  23.37
H  -2.30  -0.83  21.80
H  2.42  -4.07  29.30
H  -1.79  -2.32  24.34
H  -1.88  1.47  26.45
H  3.01  1.26  25.10
H  -1.46  0.55  22.81
H  8.36  1.13  25.32
H  4.23  -7.35  22.27

Properties
**Structure (SMILES)**: COC[C@H](C)N.COC[C@H](C)N.COC[C@H](C)N.COC[C@H](C)N.COC[C@H](C)N.CO.CO.CO.CO.CO.CO.CO
**Calculated total energy**: -61358.05383 eV
**E_LUMO**: 0.51 eV
**Energy relative to the best compared isomer or geometry (same formula, charge and spin)**: 65.8 kcal/mol

=====

Formula: C3H11N3OP
Source: OMol25
Level of theory: ωB97M-V/def2-TZVPD

Positions of all 19 atoms, in Å:
P  2.53  -0.21  -0.36
O  2.78  1.33  0.11
N  -2.47  0.79  -0.46
N  -0.49  1.70  0.27
N  -0.60  -0.56  -0.11
C  1.59  -0.75  0.99
C  -1.28  -1.78  -0.42
C  -1.18  0.61  -0.11
H  1.24  -0.07  1.76
H  -0.57  -2.60  -0.32
H  -2.99  0.02  -0.86
H  1.37  -1.79  1.13
H  0.49  1.65  0.46
H  3.30  1.89  -0.47
H  3.75  -0.81  0.04
H  -2.12  -1.97  0.24
H  -1.62  -1.77  -1.46
H  -2.81  1.71  -0.64
H  -0.92  2.61  0.21

Properties
**Calculated total energy**: -19087.89319 eV
**E_LUMO**: -5.62 eV
**Net charge**: +1
**Energy relative to the best compared isomer or geometry (same formula, charge and spin)**: 37.5 kcal/mol

=====

Formula: C4H10ClNO
Source: OMol25
Level of theory: ωB97M-V/def2-TZVPD

Positions of all 17 atoms, in Å:
Cl  0.13  -2.01  2.41
O  -0.24  -0.88  0.10
N  1.43  0.18  1.35
C  -0.80  0.50  1.97
C  0.20  -0.16  -1.06
C  -0.46  -0.93  -2.20
C  0.21  -0.41  1.38
H  -1.77  0.00  2.12
H  -0.89  1.26  1.27
H  -0.43  0.77  -1.04
H  1.30  -0.07  -1.08
H  1.77  0.81  2.03
H  -1.51  -1.01  -2.19
H  -0.47  0.92  2.87
H  0.11  -1.81  -2.31
H  2.05  -0.39  0.95
H  -0.32  -0.38  -3.09

Properties
**Structure (SMILES)**: CCO[C@](C)(N)Cl
**Calculated total energy**: -20369.31464 eV
**E_LUMO**: 0.88 eV
**Energy relative to the best compared isomer or geometry (same formula, charge and spin)**: 39.2 kcal/mol

=====

Formula: H16O8
Source: OMol25
Level of theory: ωB97M-V/def2-TZVPD

Positions of all 24 atoms, in Å:
O  1.04  0.89  1.89
O  1.72  1.81  -0.45
O  -0.51  0.02  -0.58
O  -3.35  -0.34  0.68
O  1.03  -1.87  0.70
O  -0.29  1.18  -2.72
O  1.43  -0.42  -1.20
O  -0.90  -0.62  1.52
H  -1.61  -0.39  2.13
H  -1.01  1.82  -2.71
H  -0.12  -0.80  -0.90
H  0.36  0.26  1.66
H  -2.75  0.38  0.52
H  0.79  1.22  2.75
H  1.48  -1.96  -0.14
H  -4.22  0.02  0.48
H  -0.69  -1.53  1.72
H  -0.32  0.77  -1.85
H  -0.98  -0.23  0.21
H  1.72  -1.98  1.35
H  2.14  0.08  -1.59
H  1.22  -1.10  -1.84
H  2.54  1.81  -0.94
H  1.29  0.99  -0.70

Properties
**Structure (SMILES)**: O.O.O.O.O.O.O.O
**Calculated total energy**: -16635.83263 eV
**E_LUMO**: 0.17 eV
**Energy relative to the best compared isomer or geometry (same formula, charge and spin)**: 142.5 kcal/mol

=====

Formula: C26H52O26
Source: OMol25
Level of theory: ωB97M-V/def2-TZVPD

Positions of all 104 atoms, in Å:
O  3.80  11.23  -0.01
O  0.13  -3.84  6.62
O  5.38  12.66  0.72
O  -5.35  -2.62  1.76
O  9.42  -3.89  2.43
O  -0.40  -3.93  8.81
O  -10.18  1.64  0.47
O  3.37  12.38  1.88
O  1.82  -3.98  8.32
O  -4.61  7.99  -8.11
O  -5.97  6.35  -8.89
O  -1.97  -9.84  1.85
O  11.15  -4.99  1.85
O  -5.03  -1.44  3.70
O  11.27  -2.71  1.73
O  -9.61  1.20  -1.70
O  0.27  3.75  -0.36
O  6.16  -2.67  -7.13
O  -5.37  -3.69  3.59
O  -0.62  -10.04  0.10
O  -4.58  5.81  -7.34
O  5.92  -3.15  -4.93
O  1.81  1.00  0.47
O  -8.73  3.03  -0.38
O  5.16  -1.17  -5.81
O  -1.64  -8.08  0.72
C  8.66  -2.72  2.59
C  2.51  10.77  -0.40
C  -3.36  5.89  -6.57
C  -6.65  7.16  -9.75
C  6.16  -1.83  -8.30
C  0.42  1.21  0.52
C  -1.78  -11.18  2.33
C  -5.08  6.88  -8.11
C  12.44  -5.29  1.39
C  5.65  -2.27  -5.97
C  0.61  -3.89  7.97
C  -0.18  -4.13  10.20
C  -1.26  -7.15  -0.29
C  -7.81  3.45  -1.34
C  -1.29  -9.37  0.86
C  -5.40  -3.95  5.02
C  5.46  -2.90  -3.61
C  -5.16  -2.50  3.06
C  -5.09  -1.56  0.90
C  -0.20  2.41  -0.31
C  -11.13  0.53  0.41
C  1.04  -3.80  5.53
C  4.10  12.13  0.94
C  10.69  -3.76  2.04
C  -9.46  1.89  -0.61
C  5.94  13.56  1.63
H  4.39  -2.71  -3.55
H  0.19  1.27  1.59
H  -6.06  -3.25  5.53
H  -5.83  -1.68  0.10
H  -2.66  6.53  -7.10
H  0.70  -3.59  10.56
H  -6.01  7.34  -10.62
H  6.95  13.89  1.37
H  -11.86  0.86  -0.33
H  8.97  -1.94  1.89
H  -1.05  -3.77  10.74
H  5.23  -1.99  -8.84
H  -0.88  -6.27  0.23
H  -2.20  -6.92  -0.79
H  -1.26  2.40  -0.08
H  -6.83  3.00  -1.17
H  -0.39  2.12  -1.34
H  -8.06  3.22  -2.37
H  -4.37  -3.81  5.36
H  -7.42  6.48  -10.11
H  2.11  11.26  -1.29
H  6.21  -0.75  -8.12
H  5.87  13.06  2.59
H  -2.96  4.88  -6.51
H  7.04  -1.98  -8.93
H  12.39  -5.96  0.53
H  -2.67  -11.41  2.92
H  -1.81  -11.92  1.53
H  -10.55  -0.36  0.16
H  -0.13  0.32  0.25
H  5.34  14.45  1.77
H  -0.82  -11.32  2.83
H  -5.70  -4.97  5.29
H  1.59  -4.74  5.56
H  -0.13  -5.20  10.36
H  5.88  -1.99  -3.19
H  8.85  -2.34  3.59
H  -0.49  -7.50  -0.97
H  7.58  -2.80  2.52
H  -4.04  -1.66  0.63
H  -7.16  8.00  -9.28
H  -7.62  4.52  -1.23
H  -11.57  0.53  1.41
H  13.14  -5.58  2.18
H  -5.22  -0.55  1.28
H  0.60  -3.50  4.58
H  1.69  10.86  0.32
H  12.89  -4.32  1.17
H  5.72  -3.78  -3.02
H  -3.36  6.31  -5.56
H  2.62  9.72  -0.67
H  1.77  -3.02  5.74

Properties
**Calculated total energy**: -81029.64621 eV
**E_LUMO**: 3.03 eV
**Net charge**: -2
**Energy relative to the best compared isomer or geometry (same formula, charge and spin)**: 126.9 kcal/mol

=====

Formula: C5H9N3
Source: OMol25
Level of theory: ωB97M-V/def2-TZVPD

Positions of all 17 atoms, in Å:
N  -1.97  -1.23  -0.71
N  -1.02  1.40  -0.08
N  -2.46  -0.59  0.32
C  -2.22  0.66  0.62
C  0.55  -0.64  0.29
C  0.09  0.45  -0.47
C  2.06  -0.77  0.43
C  3.05  0.24  -0.22
H  0.56  1.02  -1.14
H  2.44  -1.80  1.26
H  2.68  1.35  -0.75
H  -2.63  1.15  1.64
H  -0.94  2.54  -0.11
H  0.13  -1.06  1.37
H  -2.39  -2.15  -0.87
H  -1.97  -0.39  -1.53
H  4.03  -0.17  -0.04

Properties
**Calculated total energy**: -9792.02253 eV
**E_LUMO**: 0.18 eV
**Energy relative to the best compared isomer or geometry (same formula, charge and spin)**: 217.8 kcal/mol